1.
Computed, not measured: C8H8O2S in the gas phase in a non-equilibrium geometry, with ωB97M-V/def2-TZVPD.

Element x y z (Å)
C  4.426  1.395  -0.881
C  3.861  0.494  -0.321
S  3.060  -0.753  0.410
C  1.507  -0.084  0.904
C  1.358  0.752  1.943
C  0.325  -0.620  0.225
C  0.217  -1.291  -0.885
O  -0.870  -1.884  -1.432
C  -2.069  -1.455  -0.849
C  -1.929  0.067  -0.200
O  -0.843  0.038  0.705
H  4.793  2.347  -1.185
H  2.231  0.776  2.601
H  0.320  1.039  2.212
H  1.153  -1.808  -1.326
H  -2.221  -2.050  0.007
H  -2.923  -1.612  -1.544
H  -1.820  0.866  -1.002
H  -2.690  0.278  0.480

Properties
**HOMO level**: -8.4 eV
**Spin multiplicity**: 1
**SMILES**: C#CSC(=C)C1=COCCO1
**ΔE to the lowest compared entry with this formula, charge and spin**: 5.497 eV
**Charge**: 0
**Orbital gap**: 9.13 eV

=====

2.
Computed, not measured: a gas-phase ion, FHN5 (charge +1) in a non-equilibrium geometry, with ωB97M-V/def2-TZVPD.

Element x y z (Å)
N  -0.904  -1.281  0.352
N  -0.738  -2.327  -0.312
N  0.601  -0.828  -1.126
N  -0.089  -0.362  -0.142
N  0.171  -2.034  -1.205
F  0.736  -2.995  -2.078
H  -0.009  0.593  0.224

Properties
**HOMO level (alpha / beta)**: -14.3 / -19.4 eV
**Expectation value of S²**: 2.025
**Spin multiplicity**: 3
**Charge**: +1
**Orbital gap (alpha / beta)**: 7.52 / 7.05 eV

=====

3.
Computed, not measured: C5H9N3O in the gas phase in a non-equilibrium geometry, with ωB97M-V/def2-TZVPD.

Element x y z (Å)
C  -0.890  -1.168  1.047
C  -0.432  -0.365  -0.185
C  -0.946  -0.825  -1.525
O  -0.520  -1.787  -2.147
C  1.130  -0.379  -0.171
N  1.804  0.322  0.914
C  1.187  1.444  1.152
N  -0.128  1.772  0.853
N  -0.875  1.018  -0.080
H  -0.501  -2.189  0.949
H  -0.381  -0.688  1.901
H  -1.942  -1.263  1.190
H  -1.621  -0.147  -2.037
H  1.404  -1.467  -0.148
H  1.527  0.076  -1.102
H  1.713  2.225  1.726
H  -0.115  2.768  0.692
H  -1.820  0.945  0.284

Properties
**HOMO level**: -8.7 eV
**Spin multiplicity**: 1
**SMILES**: C[C@]1(C=O)CN=CNN1
**ΔE to the lowest compared entry with this formula, charge and spin**: 2.811 eV
**Charge**: 0
**Orbital gap**: 9.43 eV

=====

4.
Computed, not measured: a molecular structure, C4H11ClNOPd2 in a non-equilibrium geometry, with ωB97M-V/def2-TZVPD.

Element x y z (Å)
Pd  0.307  -0.628  -2.180
Pd  -0.414  1.710  -4.338
Cl  0.557  1.325  -2.510
C  -0.821  1.904  -0.196
C  -0.034  0.588  -0.104
C  0.271  -0.070  1.125
O  1.012  -1.284  0.784
C  1.014  -2.350  1.805
N  -0.759  -0.268  -0.980
H  -1.377  2.061  -1.121
H  -0.168  2.771  -0.101
H  -1.474  2.098  0.655
H  0.867  0.840  -0.662
H  -0.635  -0.224  1.711
H  0.909  0.440  1.847
H  1.770  -2.059  2.533
H  1.354  -3.269  1.326
H  0.012  -2.461  2.219
H  -1.684  0.122  -1.086
H  -0.709  -1.245  -0.726

Properties
**HOMO level (alpha / beta)**: -20.7 / -22.2 eV
**Expectation value of S²**: 6.013
**Spin multiplicity**: 5
**ΔE to the lowest compared entry with this formula, charge and spin**: 6.913 eV
**Charge**: +3
**Orbital gap (alpha / beta)**: 8.91 / 5.58 eV

=====

5.
Computed, not measured: a molecular structure, C26H24BF2N6O6PS2W in a non-equilibrium geometry, with ωB97M-V/def2-TZVPD.

Element x y z (Å)
W  0.283  -0.450  -1.518
O  -1.740  0.166  -1.714
N  -2.386  -0.076  -2.872
C  -3.623  0.455  -2.982
C  -4.377  0.254  -4.099
C  -3.834  -0.522  -5.137
C  -2.576  -1.042  -5.006
C  -1.807  -0.818  -3.844
S  -0.215  -1.422  -3.632
H  -3.937  1.033  -2.127
H  -5.361  0.692  -4.160
H  -4.405  -0.704  -6.037
H  -2.124  -1.637  -5.786
O  1.532  2.201  0.938
C  1.139  2.472  -0.183
N  0.711  1.645  -1.165
C  0.387  2.367  -2.294
O  -0.008  1.823  -3.306
C  0.557  3.837  -2.012
C  0.340  4.963  -2.771
C  0.611  6.194  -2.164
C  1.085  6.261  -0.859
C  1.306  5.104  -0.106
C  1.032  3.901  -0.713
H  -0.023  4.887  -3.787
H  0.453  7.109  -2.720
H  1.288  7.229  -0.417
H  1.677  5.143  0.910
O  0.682  -5.312  2.465
S  1.500  -5.186  1.285
O  2.123  -6.379  0.778
N  0.701  -4.393  0.122
C  1.197  -3.192  -0.084
O  0.676  -2.401  -0.923
C  2.410  -2.858  0.756
C  3.160  -1.696  0.847
C  4.209  -1.657  1.759
C  4.502  -2.753  2.566
C  3.739  -3.914  2.488
C  2.706  -3.929  1.576
H  2.907  -0.831  0.251
H  4.798  -0.754  1.843
H  5.324  -2.701  3.268
H  3.937  -4.770  3.119
F  3.023  0.749  -2.614
B  2.386  -0.335  -2.092
F  3.231  -1.408  -2.132
C  -1.286  -1.575  3.574
N  -2.244  -1.520  2.472
C  -2.985  -0.271  2.561
N  -2.146  0.926  2.579
C  -1.188  0.796  3.676
N  -0.390  -0.422  3.633
C  0.546  -0.415  2.506
P  -0.325  -0.296  0.859
C  -1.565  -1.649  1.181
C  -1.456  1.111  1.300
H  -0.695  -2.489  3.483
H  -1.850  -1.614  4.511
H  -3.568  -0.285  3.487
H  -3.674  -0.205  1.715
H  -1.752  0.800  4.613
H  -0.519  1.660  3.661
H  1.139  -1.330  2.541
H  1.221  0.436  2.581
H  -1.085  -2.628  1.130
H  -2.309  -1.615  0.378
H  -2.187  1.209  0.494
H  -0.876  2.031  1.352

Properties
**HOMO level (alpha / beta)**: -3.8 / -3.7 eV
**Expectation value of S²**: 0.755
**Spin multiplicity**: 2
**ΔE to the lowest compared entry with this formula, charge and spin**: 0.000 eV
**Charge**: -1
**Orbital gap (alpha / beta)**: 6.16 / 5.95 eV

=====

6.
Computed, not measured: 3 unconnected molecules or ions with the total composition C35H71BF3N6O3S3 in a non-equilibrium geometry, with ωB97M-V/def2-TZVPD.

Element x y z (Å)
C  0.534  2.181  4.003
C  1.296  1.280  3.776
C  2.199  0.177  3.453
C  3.060  0.478  2.205
C  2.452  -0.352  1.033
S  3.211  0.061  -0.637
C  0.933  0.068  0.905
C  0.273  0.020  -0.470
C  -1.268  0.122  -0.277
S  -1.964  -1.396  0.400
C  -3.680  -0.942  0.661
S  -4.478  -0.241  -0.557
N  -4.161  -1.225  1.944
C  -4.113  -0.022  2.807
C  -5.146  -0.039  3.924
O  -6.495  -0.200  3.500
C  -6.589  -0.644  2.159
C  -5.558  -1.739  1.929
N  2.656  -1.737  1.353
C  2.002  -2.773  0.569
C  0.718  -3.302  1.258
C  1.013  -4.587  2.006
F  1.009  -5.643  1.189
F  2.174  -4.543  2.683
F  0.055  -4.812  2.927
C  3.904  -2.097  1.995
C  5.044  -1.054  2.041
C  5.992  -1.170  0.847
N  4.541  0.357  2.371
C  5.022  0.576  3.796
C  4.617  1.864  4.542
O  4.053  2.939  3.833
B  5.322  1.437  1.554
O  4.645  2.241  0.693
N  6.744  1.650  1.781
C  7.450  1.849  0.500
C  6.969  2.884  2.590
H  -0.320  2.804  4.092
H  1.563  -0.696  3.332
H  2.734  -0.013  4.382
H  2.803  1.496  1.932
H  3.313  -1.132  -1.243
H  0.321  -0.435  1.647
H  0.942  1.122  1.186
H  0.496  0.885  -1.080
H  0.441  -0.900  -1.026
H  -1.464  0.950  0.405
H  -1.686  0.388  -1.243
H  -3.128  0.061  3.270
H  -4.242  0.881  2.201
H  -4.937  -0.816  4.662
H  -5.078  0.930  4.418
H  -7.570  -1.067  1.957
H  -6.453  0.208  1.495
H  -5.726  -2.292  1.012
H  -5.639  -2.424  2.773
H  1.822  -2.523  -0.475
H  2.670  -3.632  0.552
H  0.335  -2.614  1.999
H  -0.022  -3.575  0.513
H  3.684  -2.355  3.040
H  4.348  -3.000  1.588
H  5.658  -1.420  2.855
H  5.633  -0.801  -0.107
H  6.162  -2.236  0.705
H  6.983  -0.777  1.047
H  4.642  -0.269  4.366
H  6.093  0.427  3.857
H  3.951  1.608  5.371
H  5.500  2.256  5.035
H  3.307  2.692  3.280
H  4.712  1.987  -0.236
H  8.516  1.876  0.705
H  7.167  2.779  0.001
H  7.278  1.045  -0.212
H  7.907  3.338  2.293
H  6.161  3.607  2.491
H  7.065  2.637  3.644
C  -0.912  -4.121  -2.067
C  -1.885  -3.796  -3.188
N  -1.275  -3.039  -4.264
C  -2.243  -2.462  -5.183
C  -3.115  -3.416  -6.007
C  -0.102  -3.644  -4.873
C  -0.245  -5.048  -5.474
H  -0.429  -3.208  -1.705
H  -1.449  -4.573  -1.231
H  -0.139  -4.826  -2.377
H  -2.691  -3.191  -2.763
H  -2.349  -4.730  -3.538
H  -1.717  -1.786  -5.864
H  -2.905  -1.816  -4.598
H  -2.553  -3.894  -6.807
H  -3.925  -2.855  -6.477
H  -3.573  -4.190  -5.390
H  0.691  -3.679  -4.119
H  0.278  -2.964  -5.639
H  -0.770  -5.732  -4.807
H  0.746  -5.469  -5.656
H  -0.764  -5.033  -6.431
C  -5.684  6.237  -1.253
C  -4.332  5.543  -1.194
N  -4.393  4.141  -1.568
C  -3.194  3.401  -1.233
C  -1.883  3.788  -1.931
C  -4.966  3.861  -2.875
C  -4.317  4.515  -4.101
H  -6.426  5.696  -0.664
H  -5.599  7.244  -0.844
H  -6.053  6.331  -2.275
H  -3.972  5.600  -0.163
H  -3.614  6.109  -1.807
H  -3.379  2.336  -1.402
H  -3.041  3.493  -0.151
H  -1.862  3.462  -2.970
H  -1.042  3.300  -1.426
H  -1.699  4.862  -1.897
H  -6.018  4.155  -2.852
H  -4.987  2.778  -3.017
H  -4.123  5.578  -3.948
H  -4.990  4.430  -4.956
H  -3.384  4.030  -4.381

Properties
**HOMO level**: -9.6 eV
**Spin multiplicity**: 1
**Charge**: +1
**Orbital gap**: 7.37 eV

=====

7.
Computed, not measured: 7 unconnected molecules or ions with the total composition C45H51B3IN6O18P, with ωB97M-V/def2-TZVPD.

Element x y z (Å)
C  -3.319  -1.600  -3.065
C  -2.080  -1.977  -2.280
O  -1.510  -0.793  -1.738
C  -0.666  -1.005  -0.621
C  0.587  -0.164  -0.755
O  1.427  -0.595  -1.816
C  1.023  -0.188  -3.128
B  2.152  0.679  -3.786
O  2.582  0.476  -5.087
B  2.642  1.617  -5.866
C  2.215  1.571  -7.375
C  0.791  2.106  -7.624
C  0.415  3.363  -6.860
I  -0.653  0.567  -7.189
O  3.037  2.793  -5.238
B  2.977  2.903  -3.853
P  3.272  4.622  -2.974
C  1.804  5.470  -3.706
O  4.499  5.200  -3.945
O  2.712  1.764  -3.123
H  -3.130  -0.701  -3.654
H  -4.154  -1.394  -2.394
H  -3.602  -2.404  -3.748
H  -2.342  -2.659  -1.468
H  -1.344  -2.472  -2.930
H  -1.192  -0.735  0.304
H  -0.373  -2.058  -0.547
H  1.176  -0.265  0.160
H  0.335  0.897  -0.871
H  0.784  -1.062  -3.743
H  0.108  0.411  -3.082
H  2.271  0.534  -7.706
H  2.908  2.153  -7.994
H  0.663  2.293  -8.688
H  1.109  4.169  -7.116
H  0.446  3.211  -5.780
H  -0.592  3.689  -7.118
H  1.927  6.542  -3.548
H  1.674  5.278  -4.772
H  0.901  5.157  -3.173
H  4.388  4.992  -4.880
O  -6.043  -2.608  0.339
N  -5.211  -3.376  -0.095
O  -4.009  -3.204  -0.036
C  -5.687  -4.609  -0.756
C  -7.050  -4.814  -0.871
C  -7.488  -5.968  -1.501
C  -6.569  -6.884  -1.997
C  -5.206  -6.654  -1.866
C  -4.750  -5.505  -1.239
H  -7.737  -4.082  -0.474
H  -8.549  -6.150  -1.605
H  -6.918  -7.782  -2.489
H  -4.493  -7.371  -2.250
H  -3.697  -5.299  -1.120
O  3.223  1.850  2.205
N  4.350  1.446  2.402
O  4.932  1.539  3.468
C  5.046  0.779  1.287
C  4.394  0.684  0.073
C  5.042  0.046  -0.970
C  6.313  -0.481  -0.789
C  6.948  -0.368  0.442
C  6.314  0.268  1.498
H  3.406  1.102  -0.056
H  4.543  -0.037  -1.926
H  6.812  -0.983  -1.609
H  7.938  -0.779  0.585
H  6.780  0.368  2.467
O  2.065  -0.070  10.630
N  2.469  -0.503  9.570
O  2.608  -1.684  9.315
C  2.816  0.472  8.516
C  2.684  1.822  8.792
C  3.020  2.731  7.802
C  3.464  2.282  6.565
C  3.568  0.922  6.307
C  3.250  -0.002  7.292
H  2.321  2.138  9.758
H  2.909  3.790  7.990
H  3.713  2.992  5.787
H  3.893  0.590  5.332
H  3.318  -1.066  7.122
O  1.402  -4.998  -0.885
N  2.245  -5.609  -1.511
O  2.455  -6.800  -1.408
C  3.066  -4.849  -2.477
C  2.860  -3.487  -2.590
C  3.630  -2.785  -3.504
C  4.580  -3.440  -4.274
C  4.769  -4.810  -4.136
C  4.007  -5.530  -3.229
H  2.117  -2.985  -1.986
H  3.477  -1.720  -3.613
H  5.176  -2.882  -4.985
H  5.508  -5.321  -4.737
H  4.128  -6.595  -3.100
O  -1.196  4.792  6.126
N  -0.310  4.039  5.776
O  0.878  4.282  5.860
C  -0.693  2.731  5.207
C  -2.037  2.434  5.069
C  -2.382  1.206  4.527
C  -1.396  0.310  4.137
C  -0.055  0.634  4.290
C  0.310  1.858  4.829
H  -2.780  3.153  5.379
H  -3.425  0.949  4.397
H  -1.678  -0.641  3.705
H  0.715  -0.064  3.987
H  1.345  2.137  4.954
O  -4.783  0.409  2.106
N  -4.907  1.595  1.877
O  -4.033  2.308  1.426
C  -6.212  2.219  2.180
C  -7.213  1.430  2.716
C  -8.430  2.025  3.009
C  -8.622  3.378  2.763
C  -7.600  4.146  2.221
C  -6.376  3.567  1.923
H  -7.031  0.380  2.893
H  -9.228  1.430  3.431
H  -9.573  3.838  2.996
H  -7.752  5.200  2.030
H  -5.560  4.137  1.503

Properties
**HOMO level**: -9.1 eV
**Spin multiplicity**: 1
**SMILES**: CCOCCOCB1OB(C[C@H](C)I)OB(P(C)O)O1.O=[N+]([O-])c1ccccc1.O=[N+]([O-])c1ccccc1.O=[N+]([O-])c1ccccc1.O=[N+]([O-])c1ccccc1.O=[N+]([O-])c1ccccc1.O=[N+]([O-])c1ccccc1
**Charge**: 0
**Orbital gap**: 8.55 eV

=====

8.
Computed, not measured: 2 unconnected molecules or ions with the total composition C2 in a non-equilibrium geometry, with ωB97M-V/def2-TZVPD.

Element x y z (Å)
C  0.000  0.000  1.053
C  0.000  0.000  -1.053

Properties
**HOMO level**: -8.9 eV
**Spin multiplicity**: 1
**ΔE to the lowest compared entry with this formula, charge and spin**: 4.428 eV
**Charge**: 0
**Orbital gap**: 6.33 eV

=====

Calculated values (eV) of E for the records, taken in order: -23350.787 -10164.656 -11846.597 -27301.986 -87478.824 -93855.186 -112697.771 -2060.304.